No. 1
96
Properties=species:S:1:pos:R:3:forces:R:3:mulliken_charge:R:1 method="wB97M-V/def2-TZVPD" charge=+1
C -2.454 0.227 0.215 0.15 -0.80 -0.44 -1.247
C -1.613 -0.584 -0.479 0.13 0.37 0.90 -0.236
C -0.106 -0.422 -0.301 -0.68 0.88 -2.06 -0.389
P 0.850 -1.928 -0.472 1.23 -0.15 -0.28 0.981
C 2.399 -1.624 0.464 -0.75 0.65 0.70 -1.464
O 1.977 -1.268 1.764 -0.09 -0.37 0.13 -0.365
C 2.495 -2.156 2.755 0.13 -0.04 -0.17 -0.619
C 1.401 -2.166 -2.216 -1.08 -0.18 -0.02 -0.806
C 0.690 -1.275 -3.218 1.07 1.40 -0.74 0.465
O 1.294 -0.385 -3.756 -0.77 -0.98 0.40 -0.505
Cl -1.017 -1.498 -3.592 0.43 -0.26 0.19 -0.098
N 0.119 -3.300 0.215 0.20 0.18 -1.12 0.327
C 1.004 -4.451 0.170 0.20 -1.19 0.43 0.625
C 0.491 -5.680 0.881 0.06 1.06 -1.01 -1.433
O 2.051 -4.443 -0.419 0.03 0.72 0.03 -0.546
C -1.141 -3.716 -0.507 -1.19 0.04 -0.04 0.538
C -2.349 -3.792 0.375 0.66 0.56 0.12 -1.250
O -1.116 -3.947 -1.679 0.46 0.11 0.55 -0.449
H -2.473 1.299 0.077 1.06 0.39 1.50 0.253
H -3.144 -0.255 0.899 -1.57 0.23 -1.23 0.243
H -2.028 -1.343 -1.130 0.16 -1.19 1.05 0.473
H 0.115 0.055 0.644 0.12 -0.22 0.26 0.746
H 0.282 0.245 -1.089 0.52 -0.09 0.06 0.270
H 2.875 -0.738 0.040 0.16 -0.11 -0.43 0.592
H 3.048 -2.493 0.466 0.13 -0.03 -0.31 0.638
H 2.106 -1.857 3.719 -0.02 0.20 0.09 0.263
H 3.581 -2.097 2.735 0.14 -0.02 0.24 0.334
H 2.204 -3.193 2.573 -0.13 -0.05 -0.10 0.177
H 2.458 -1.927 -2.271 0.14 0.18 0.08 0.663
H 1.289 -3.209 -2.495 -0.18 -0.17 0.11 0.531
H -0.030 -5.410 1.785 -0.10 -0.21 0.22 0.380
H -0.174 -6.165 0.165 -0.30 -0.18 0.17 0.341
H 1.319 -6.353 1.027 0.15 -0.07 0.25 0.447
H -2.324 -2.906 1.004 -0.09 0.02 0.20 0.308
H -3.261 -3.788 -0.205 -0.10 -0.34 -0.14 0.384
H -2.245 -4.653 1.031 -0.21 -0.19 0.02 0.358
C 2.187 4.739 -1.708 -0.05 0.03 0.05 -0.361
C 1.759 5.490 -2.720 -0.05 -0.04 0.10 -0.519
C 1.351 4.883 -4.012 0.03 0.04 0.00 0.367
O 0.964 5.565 -4.934 0.00 0.01 -0.03 -0.570
C 1.437 3.404 -4.133 -0.01 -0.05 -0.01 -0.467
C 1.866 2.658 -3.119 0.00 0.04 0.03 -0.340
C 2.270 3.267 -1.831 0.05 0.05 0.03 0.430
O 2.654 2.569 -0.909 -0.11 -0.09 0.02 -0.634
H 2.490 5.163 -0.759 0.05 -0.01 -0.01 0.590
H 1.691 6.568 -2.652 0.04 0.01 -0.05 0.485
H 1.135 2.977 -5.081 0.00 0.03 -0.01 0.497
H 1.939 1.582 -3.176 0.05 0.04 -0.05 0.579
C -2.932 5.493 2.934 -0.01 -0.08 -0.09 -0.475
C -3.593 4.435 2.466 -0.07 0.06 0.22 -0.420
C -3.253 3.851 1.149 -0.10 0.10 0.09 0.290
O -3.854 2.883 0.715 0.36 0.26 -0.16 -0.494
C -2.158 4.479 0.371 0.04 -0.04 -0.03 -0.331
C -1.500 5.534 0.838 0.03 -0.05 -0.06 -0.433
C -1.835 6.126 2.161 -0.04 0.05 0.07 0.175
O -1.232 7.085 2.585 0.04 0.01 -0.02 -0.531
H -3.161 5.939 3.893 0.02 0.03 0.00 0.472
H -4.399 3.954 3.015 0.24 0.13 -0.22 0.766
H -1.930 4.033 -0.590 -0.04 0.01 -0.01 0.510
H -0.698 6.010 0.287 0.00 0.03 0.03 0.479
C 5.472 7.731 -6.349 -0.05 0.03 0.05 -0.355
C 4.864 7.745 -5.166 0.00 0.02 -0.05 -0.331
C 5.115 6.685 -4.160 0.01 0.04 0.00 0.524
O 4.558 6.695 -3.081 -0.03 -0.04 0.01 -0.559
C 6.070 5.609 -4.520 0.03 -0.04 -0.03 -0.411
C 6.679 5.594 -5.702 -0.02 -0.04 0.07 -0.334
C 6.428 6.655 -6.711 0.01 0.02 -0.03 0.331
O 6.983 6.641 -7.786 0.01 -0.02 -0.03 -0.530
H 5.302 8.494 -7.097 0.03 -0.02 -0.03 0.412
H 4.163 8.520 -4.883 -0.01 -0.02 0.03 0.418
H 6.239 4.846 -3.770 -0.02 0.03 0.03 0.437
H 7.379 4.818 -5.985 0.01 0.02 -0.04 0.412
C -7.560 0.961 3.422 -0.03 -0.03 0.03 -0.424
C -8.215 -0.097 2.951 0.01 0.05 0.05 -0.430
C -7.878 -0.687 1.631 -0.04 -0.02 -0.03 0.257
O -8.474 -1.650 1.202 0.02 -0.04 0.00 -0.549
C -6.782 -0.052 0.858 0.04 0.05 0.08 -0.438
C -6.124 1.007 1.326 0.08 -0.08 -0.19 -0.183
C -6.465 1.594 2.647 -0.01 0.01 -0.05 0.096
O -5.866 2.558 3.079 -0.26 -0.22 0.14 -0.470
H -7.791 1.407 4.381 0.02 0.03 -0.01 0.444
H -9.017 -0.574 3.501 -0.01 -0.02 -0.04 0.409
H -6.552 -0.498 -0.101 -0.05 -0.01 -0.01 0.482
H -5.318 1.487 0.777 -0.28 -0.09 0.20 0.802
C 0.681 -9.798 5.485 -0.07 0.02 -0.03 -0.382
C -0.005 -9.066 4.612 0.00 -0.02 0.03 -0.416
C 0.678 -8.126 3.693 -0.09 -0.07 0.04 0.593
O 0.047 -7.455 2.896 0.05 -0.22 0.26 -0.482
C 2.155 -8.033 3.779 -0.01 0.00 0.00 -0.184
C 2.844 -8.764 4.650 0.03 0.07 -0.07 -0.485
C 2.160 -9.707 5.573 -0.01 -0.04 0.03 0.259
O 2.786 -10.372 6.364 0.03 -0.01 0.02 -0.511
H 0.201 -10.490 6.165 0.04 -0.01 0.01 0.405
H -1.083 -9.119 4.531 0.00 0.02 -0.03 0.419
H 2.636 -7.341 3.098 0.00 0.00 -0.01 0.362
H 3.922 -8.710 4.729 0.00 -0.04 0.03 0.418

=====

No. 2
# C5H8O

C5H8O as an isolated structure (the ωB97M-V functional and the def2-TZVPD basis, OMol25).

Structure (XYZ):
```
14
Properties=species:S:1:pos:R:3:forces:R:3:nbo_charge:R:1
C 2.322 0.173 0.386 -0.02 0.01 0.02 -0.670
C 0.971 0.003 -0.202 0.16 -0.18 -0.08 0.151
C 0.261 -0.623 -1.110 0.07 0.31 0.34 -0.325
C -0.975 0.006 -0.703 -0.36 -0.02 -0.08 0.136
C -2.061 -0.767 -0.019 0.02 -0.02 0.01 -0.655
O -0.169 0.862 0.594 0.30 0.23 -0.07 -0.689
H 3.012 -0.478 -0.160 -0.15 0.10 0.06 0.251
H 2.341 -0.109 1.444 -0.02 0.03 -0.13 0.223
H 2.689 1.204 0.301 -0.08 -0.13 0.00 0.212
H -1.339 0.844 -1.305 0.04 -0.14 0.02 0.191
H -1.629 -1.464 0.705 -0.05 0.08 -0.13 0.231
H -2.780 -0.111 0.479 0.12 -0.08 -0.11 0.219
H -2.581 -1.347 -0.789 0.04 0.04 0.10 0.242
H -0.061 1.807 0.380 -0.05 -0.23 0.08 0.484
```
Positions in Å, forces in eV/Å.

=====

No. 3
# C51H83N11O8

A 13-piece molecular cluster, C51H83N11O8 overall at a distorted geometry (the ωB97M-V functional and the def2-TZVPD basis, OMol25).

Structure (XYZ):
```
153
Properties=species:S:1:pos:R:3:forces:R:3:mulliken_charge:R:1
C 4.784 -2.698 -0.725 0.46 1.36 -0.48 -0.519
C 3.569 -2.283 -1.560 -0.69 -0.42 -0.10 0.321
C 2.458 -3.145 -0.920 -0.31 0.58 0.09 0.774
O 2.970 -3.662 0.315 0.05 -0.74 -0.15 -0.505
C 4.167 -2.965 0.633 -0.05 -0.10 -0.56 -0.287
H 5.554 -1.918 -0.726 -0.12 0.07 0.23 0.176
H 5.288 -3.559 -1.164 -0.30 -0.33 0.22 0.313
H 3.670 -2.478 -2.627 0.13 -0.21 0.04 0.454
H 3.232 -1.246 -1.506 0.56 0.15 0.36 -0.539
H 2.095 -3.909 -1.610 0.26 -0.51 0.38 0.356
H 1.580 -2.551 -0.656 0.04 0.28 -0.22 -0.882
H 4.827 -3.555 1.266 -0.33 -0.20 0.15 0.354
H 3.884 -2.042 1.155 0.32 0.14 0.00 0.068
C 1.056 3.084 5.391 -1.38 1.39 -0.30 0.040
C 2.284 3.876 5.843 0.50 -1.08 0.46 -0.456
C 2.818 2.896 6.907 -0.65 -0.49 0.03 -0.637
O 2.585 1.608 6.331 0.43 -0.41 -0.15 -0.481
C 1.324 1.608 5.650 0.98 1.08 0.16 -0.081
H 0.738 3.274 4.362 0.37 -0.11 -0.12 -0.067
H 0.213 3.507 5.949 -0.06 -0.48 0.28 0.297
H 2.051 4.861 6.240 0.00 0.04 -0.10 0.436
H 3.040 3.938 5.060 -0.02 0.20 -0.05 0.152
H 2.250 2.893 7.847 -0.09 0.61 -0.01 0.281
H 3.868 2.983 7.173 0.08 -0.02 -0.29 0.341
H 0.557 1.155 6.277 -0.02 -0.26 -0.16 0.190
H 1.461 1.127 4.684 -0.15 -0.59 0.25 -0.007
C 6.067 1.637 -5.893 0.46 0.11 0.27 -0.882
C 4.659 1.159 -5.598 -0.55 0.32 -0.74 0.686
O 3.902 0.822 -6.497 0.21 -0.17 0.10 -0.669
N 4.259 1.172 -4.311 0.42 0.44 0.54 0.152
C 2.953 0.773 -3.848 -0.08 -0.07 0.21 -0.690
H 6.524 2.176 -5.059 -0.07 -0.13 0.10 0.117
H 6.103 2.303 -6.753 -0.38 -0.07 -0.06 0.338
H 6.715 0.795 -6.139 -0.12 -0.11 0.07 0.255
H 4.869 1.523 -3.594 0.16 0.02 -0.21 0.025
H 2.960 0.857 -2.762 0.05 -0.45 0.02 -0.169
H 2.758 -0.246 -4.181 -0.27 0.02 0.16 0.503
H 2.138 1.440 -4.131 0.14 -0.09 -0.59 0.199
C -3.356 -0.245 -5.383 -0.19 0.09 0.35 -1.529
C -2.946 -1.307 -4.390 0.02 -0.66 -0.09 0.930
O -3.680 -2.286 -4.201 -0.07 0.29 0.06 -0.715
N -1.787 -1.203 -3.712 0.05 -0.19 0.00 0.324
C -0.686 -0.304 -3.984 -0.17 0.56 -0.18 -1.070
H -2.716 -0.219 -6.264 0.14 0.11 0.09 0.380
H -3.380 0.725 -4.882 0.26 0.09 -0.21 0.305
H -4.371 -0.467 -5.700 0.04 -0.13 -0.03 0.380
H -1.645 -1.968 -3.057 0.00 -0.03 0.09 0.158
H -0.825 0.083 -4.993 0.28 0.15 0.07 0.413
H 0.288 -0.786 -3.915 -0.19 -0.33 -0.10 0.203
H -0.624 0.523 -3.273 -0.19 0.00 -0.07 0.214
C -2.068 -2.850 3.226 1.31 -1.35 0.78 0.322
C -2.052 -4.245 3.799 0.38 0.37 0.18 0.058
O -1.282 -4.556 4.691 0.03 -0.15 0.21 -0.691
N -2.921 -5.146 3.288 -0.34 -0.43 0.16 -0.019
C -2.919 -6.534 3.706 -0.31 -0.01 0.22 -1.069
H -1.989 -2.907 2.138 -0.03 -0.06 -0.01 -0.193
H -1.195 -2.333 3.616 0.22 -0.09 -0.12 0.214
H -2.926 -2.218 3.458 2.01 -2.30 1.34 0.176
H -3.481 -4.981 2.470 0.15 0.56 -0.07 0.267
H -3.909 -6.902 3.435 0.33 -0.51 -0.29 0.383
H -2.846 -6.684 4.782 0.15 0.51 0.03 0.339
H -2.078 -7.074 3.264 -0.28 -0.20 -0.15 0.295
C -7.025 -3.676 -3.428 0.77 0.02 -0.09 -1.125
C -6.648 -3.229 -2.021 -0.79 -0.22 -0.62 0.790
O -7.437 -3.406 -1.101 0.38 0.11 0.09 -0.691
N -5.454 -2.626 -1.908 0.31 -0.01 0.98 0.251
C -4.969 -2.146 -0.625 0.14 0.17 -0.05 -0.676
H -6.154 -3.910 -4.048 0.08 -0.20 0.27 0.245
H -7.496 -2.872 -3.993 -0.46 -0.04 0.33 0.252
H -7.651 -4.554 -3.304 -0.23 0.13 -0.30 0.358
H -4.824 -2.566 -2.698 -0.10 0.01 -0.17 0.132
H -5.688 -2.294 0.176 -0.38 -0.03 -0.30 0.388
H -4.766 -1.079 -0.708 0.15 0.05 0.13 0.220
H -4.062 -2.658 -0.293 0.13 0.01 -0.27 -0.027
C 2.054 0.847 0.713 -0.36 -0.67 1.15 1.343
C 0.922 0.315 -0.122 0.56 0.25 -0.93 0.195
O 1.104 0.104 -1.324 -0.23 0.09 0.27 -0.040
N -0.251 0.090 0.474 -0.67 0.03 -0.01 0.942
C -1.414 -0.299 -0.293 -0.52 -0.41 0.24 0.661
H 2.728 0.009 0.916 0.17 0.09 -0.24 -0.484
H 1.691 1.143 1.702 0.08 0.26 -0.11 -0.180
H 2.588 1.655 0.227 -0.05 -0.02 -0.18 -0.784
H -0.451 0.228 1.468 0.60 0.09 -0.19 0.103
H -1.228 -1.090 -1.015 0.25 0.12 -0.03 -0.498
H -1.905 0.529 -0.814 0.23 0.13 -0.08 0.403
H -2.144 -0.695 0.419 0.07 -0.01 -0.16 -1.077
C -2.160 0.399 5.232 0.08 -0.09 -0.09 -2.097
C -1.791 0.802 3.808 -0.33 0.38 0.87 0.927
O -1.033 0.128 3.122 0.16 -0.12 -0.01 -1.085
N -2.343 1.940 3.336 -0.02 0.05 0.35 0.252
C -3.162 2.850 4.092 -0.70 0.98 0.64 -1.219
H -3.235 0.415 5.412 -0.05 -0.01 -0.22 0.538
H -1.721 1.073 5.969 0.09 0.10 -0.11 0.539
H -1.801 -0.606 5.441 0.14 0.01 -0.16 0.334
H -2.196 2.122 2.355 0.19 0.14 0.09 0.300
H -2.653 3.721 4.518 0.57 -0.17 -0.27 0.293
H -3.643 2.406 4.961 0.06 -0.46 -0.23 0.416
H -3.975 3.294 3.515 0.07 -0.36 -0.38 0.377
N 5.144 2.601 -1.507 0.28 0.42 -0.05 0.076
C 5.618 1.630 -0.737 0.34 -0.19 -0.38 0.208
C 6.972 1.303 -0.671 -0.68 0.26 0.67 -0.684
C 7.901 2.089 -1.329 -0.47 -1.07 -0.08 -0.511
C 7.407 3.069 -2.182 0.50 0.56 0.16 -0.450
C 6.052 3.311 -2.213 -0.94 -0.68 0.22 -0.328
H 4.903 1.042 -0.173 -0.11 0.04 -0.04 0.200
H 7.219 0.473 -0.021 0.40 0.06 -0.09 0.448
H 8.929 1.780 -1.194 0.23 0.55 -0.37 0.376
H 8.039 3.705 -2.789 0.18 -0.13 0.07 0.497
H 5.611 4.053 -2.866 0.20 0.18 -0.04 0.280
N 1.537 4.553 -5.278 -0.03 0.45 -0.11 -0.644
C 0.245 4.232 -5.324 0.25 0.37 0.48 -0.362
C -0.447 3.696 -4.243 -0.63 0.20 0.06 -0.435
C 0.245 3.374 -3.095 1.04 0.17 -0.30 -0.255
C 1.604 3.682 -3.079 0.01 0.04 0.75 -0.161
C 2.199 4.361 -4.134 -0.60 -1.30 -0.46 -0.406
H -0.282 4.482 -6.235 0.03 -0.12 -0.13 0.404
H -1.527 3.619 -4.282 0.05 -0.31 -0.18 0.440
H -0.151 2.864 -2.228 -0.38 0.06 -0.11 0.452
H 2.162 3.360 -2.208 0.28 0.23 -0.09 0.678
H 3.260 4.573 -4.154 0.02 0.23 0.15 0.376
N -6.505 -0.502 2.457 0.34 -1.00 0.61 -0.553
C -6.020 -1.591 3.102 -0.71 0.18 -1.29 -0.994
C -4.685 -1.953 3.092 -0.49 0.76 0.00 -1.073
C -3.768 -1.098 2.474 -1.02 1.66 -1.04 1.687
C -4.240 0.047 1.861 -0.80 -0.29 -0.19 0.092
C -5.621 0.253 1.842 0.37 1.12 0.31 -0.818
H -6.801 -2.252 3.454 0.17 -0.03 0.50 0.381
H -4.295 -2.820 3.608 -0.99 -0.18 -0.05 0.599
H -2.710 -1.326 2.491 -0.94 1.50 -0.95 -0.281
H -3.595 0.761 1.365 -0.01 -0.19 -0.04 0.424
H -6.016 1.163 1.396 -0.01 -0.13 -0.22 0.403
N 0.995 6.365 1.886 0.09 -0.71 0.28 -0.612
C 1.501 5.298 2.529 -0.15 0.12 -0.03 -0.458
C 2.211 4.282 1.918 -0.08 0.49 -0.01 -0.075
C 2.528 4.465 0.586 0.12 -0.96 -0.50 -0.025
C 2.061 5.556 -0.102 -0.43 1.10 0.09 -0.672
C 1.231 6.461 0.576 0.34 -0.17 0.67 -0.424
H 1.342 5.200 3.595 -0.27 0.42 0.04 0.446
H 2.519 3.420 2.494 0.11 -0.04 -0.08 0.468
H 3.072 3.708 0.031 0.29 0.13 0.12 0.395
H 2.376 5.750 -1.118 -0.27 -0.14 -0.12 0.466
H 0.733 7.319 0.142 0.28 -0.06 -0.50 0.418
N -1.843 -3.500 -1.550 -0.11 -0.36 -0.14 0.151
C -1.151 -3.746 -0.445 0.17 -0.65 0.48 -0.364
C -1.243 -4.948 0.278 0.01 0.11 -0.66 -1.175
C -2.104 -5.916 -0.201 -0.45 -0.22 -0.25 -0.478
C -2.862 -5.670 -1.348 0.77 0.04 0.04 -0.894
C -2.664 -4.467 -1.995 0.20 0.26 -0.16 -0.309
H -0.432 -2.995 -0.147 -0.06 0.14 0.13 0.728
H -0.588 -5.210 1.098 0.03 0.43 0.14 0.571
H -2.149 -6.886 0.279 -0.05 0.01 0.06 0.458
H -3.445 -6.430 -1.848 -0.21 -0.05 0.28 0.487
H -3.118 -4.283 -2.960 -0.18 0.18 0.04 0.526
```
Positions in Å, forces in eV/Å.

=====

Number 1: E_LUMO -3.587 eV, highest occupied orbital energy -0.425 Eh, orbital gap 0.294 Ha. Number 2: E_LUMO 0.584 eV, highest occupied orbital energy -0.305 Eh, orbital gap 0.326 Ha. Number 3: E_LUMO 0.104 eV, highest occupied orbital energy -0.330 Eh, orbital gap 0.334 Ha.